(1)
The following is a quantum chemistry calculation of H28O14 as an isolated structure at a distorted geometry, from OMol25.

## Properties
E_tot = -1069.7247 hartree
Net charge = 0
ΔE to the lowest compared entry with this formula, charge and spin = 12.9596 eV
Frontier orbital gap = 8.410 eV

Each line ends with the Mulliken charge.
Cartesian coordinates (Å):
1 O -0.425500 -3.542143 0.015238  -0.68
2 H -0.225500 -2.852143 -0.592762  0.30
3 H -1.363500 -3.526143 -0.184762  0.32
4 O 2.262500 1.837857 -2.104762  -0.61
5 H 3.227500 1.451857 -2.154762  0.27
6 H 1.958500 1.588857 -1.302762  0.21
7 O -1.049500 1.598857 -0.491762  -0.49
8 H -1.110500 2.525857 -0.430762  0.67
9 H -1.334500 1.117857 0.195238  -0.12
10 O 1.073500 2.032857 -0.446762  -0.85
11 H -0.078500 2.232857 -0.526762  0.21
12 H 1.102500 2.080857 0.633238  0.27
13 O 0.131500 -0.334143 -0.149762  0.33
14 H 0.921500 0.399857 -0.225762  0.23
15 H -0.665500 0.195857 0.225238  0.32
16 O -4.316500 1.159857 -0.205762  -0.67
17 H -3.423500 0.564857 -0.396762  0.46
18 H -4.799500 0.644857 0.376238  0.27
19 O -2.405500 -0.718143 -0.955762  -0.68
20 H -1.757500 -0.322143 -1.500762  0.21
21 H -3.138500 -1.049143 -1.434762  0.36
22 O 2.960500 -0.243143 1.333238  -0.68
23 H 2.070500 0.206857 1.655238  0.30
24 H 3.659500 0.345857 1.573238  0.30
25 O 1.140500 -1.145143 -2.658762  -0.65
26 H 2.123500 -1.470143 -2.494762  0.35
27 H 0.960500 -0.812143 -1.814762  0.19
28 O 1.022500 1.537857 2.344238  -0.75
29 H 1.009500 2.579857 2.655238  0.34
30 H 0.765500 1.180857 3.270238  0.29
31 O 2.969500 -2.528143 0.073238  -0.56
32 H 2.925500 -1.701143 0.429238  0.41
33 H 3.803500 -2.868143 0.116238  0.28
34 O -2.332500 0.474857 1.574238  -0.46
35 H -2.081500 1.095857 2.271238  0.22
36 H -3.217500 0.194857 1.686238  0.22
37 O 0.338500 -2.827143 2.489238  -0.59
38 H 0.450500 -3.579143 2.845238  0.23
39 H 0.268500 -2.776143 1.573238  0.39
40 O -1.371500 1.497857 -2.515762  -0.72
41 H -1.380500 2.008857 -1.666762  0.31
42 H -0.668500 1.737857 -3.078762  0.28

Cartesian forces, eV/Å:
O -0.80 -0.53 -0.12
H 1.45 1.23 -0.90
H -0.61 -0.61 0.60
O 7.14 -0.42 -7.48
H -2.88 1.13 -0.29
H -0.50 -1.27 3.10
O -2.08 2.76 -0.37
H -3.48 2.90 2.11
H -3.55 -0.87 5.19
O -3.28 3.52 8.47
H 8.10 -2.14 0.07
H 0.24 -0.14 -4.03
O 0.76 1.67 1.40
H -2.99 -1.91 0.20
H 4.25 -4.51 -0.48
O 4.27 -0.15 -2.39
H -3.05 1.77 0.36
H -1.76 -1.56 1.69
O -0.59 -0.49 2.54
H 1.11 0.59 -1.88
H -0.75 -0.38 -1.29
O -3.26 1.06 0.77
H 2.95 -1.39 -0.93
H 0.57 0.65 0.25
O 3.86 -2.07 -1.49
H -3.04 0.81 -0.74
H -0.98 0.91 2.03
O -1.25 3.73 4.43
H 0.37 -3.62 -1.49
H 0.58 0.08 -2.25
O -3.52 -2.86 -2.45
H 0.17 3.50 1.79
H 3.37 -1.13 0.33
O 2.48 0.70 0.26
H -0.51 -0.37 0.07
H -1.28 -0.21 0.30
O -1.06 9.67 -0.27
H 1.29 -8.71 3.16
H -0.21 -0.81 -2.41
O -2.10 0.15 -1.95
H -0.77 -1.15 -4.83
H 1.35 0.48 -1.06

(2)
The following is a quantum chemistry calculation of a 14-piece molecular cluster, H28O14 overall at a distorted geometry, from OMol25.

## Properties
E_tot = -1070.0106 hartree
Net charge = 0
ΔE to the lowest compared entry with this formula, charge and spin = 5.1802 eV
Frontier orbital gap = 10.253 eV

Each line ends with the Mulliken charge.
Cartesian coordinates (Å):
1 H 0.282419 -0.003088 -0.494165  0.22
2 H 0.171984 1.578767 -0.178409  0.21
3 H -1.178150 2.405201 2.767628  0.30
4 H 0.205763 2.132254 2.000867  0.25
5 H 3.504697 0.453077 2.728074  0.28
6 H 4.144932 -0.745874 2.040639  0.31
7 H -0.876388 -4.241284 0.486982  0.28
8 H -1.186197 -4.552196 -1.020118  0.31
9 H 0.703693 -1.546421 2.625536  0.35
10 H 1.328096 -2.241214 3.888095  0.29
11 H -3.597492 -0.371389 0.328742  0.20
12 H -4.913560 0.092942 0.720767  0.30
13 H 4.316010 3.451827 0.001584  0.32
14 H 3.164004 3.583499 0.899946  0.30
15 H 1.925231 -2.035852 -4.691212  0.34
16 H 0.976711 -2.489671 -3.574049  0.29
17 H 0.876163 3.437728 -0.877590  0.30
18 H -0.455724 4.301495 -1.256154  0.28
19 H 0.287662 -0.249332 -4.082477  0.31
20 H 0.541147 1.128434 -4.440815  0.29
21 H -1.455197 -1.336604 3.416044  0.28
22 H -2.526891 -1.934294 2.657712  0.27
23 H 2.957202 -2.223443 0.607721  0.29
24 H 2.181740 -1.103764 -0.066724  0.22
25 H -2.744196 -1.605143 -1.360605  0.30
26 H -2.433098 -1.841879 0.093192  0.23
27 H -2.936278 1.991636 -2.319034  0.30
28 H -3.608712 2.985025 -1.468955  0.28
29 O -0.142995 0.735171 -0.014645  -0.34
30 O -0.443079 2.775900 2.334626  -0.60
31 O 3.890142 0.188856 1.892811  -0.60
32 O -0.651463 -3.989956 -0.402763  -0.62
33 O 0.489601 -1.985984 3.447517  -0.64
34 O -4.029277 0.154858 1.022293  -0.51
35 O 3.342938 3.743724 0.003702  -0.61
36 O 1.317145 -2.755097 -4.464214  -0.64
37 O 0.108041 4.024426 -0.541822  -0.61
38 O 0.982332 0.427801 -4.055641  -0.60
39 O -2.178558 -1.092419 2.929825  -0.54
40 O 2.944731 -1.282389 0.585394  -0.53
41 O -2.165365 -2.138281 -0.815623  -0.53
42 O -3.119761 2.172954 -1.354677  -0.56

Cartesian forces, eV/Å:
H -0.17 1.38 0.12
H 1.17 2.32 -1.05
H -1.04 -1.41 0.52
H -1.13 -0.07 0.49
H 0.00 0.26 0.36
H -0.28 1.15 -0.28
H -0.25 -0.36 0.36
H 0.65 0.85 1.13
H 0.35 0.20 -0.29
H -0.80 0.38 -0.62
H 0.29 0.66 0.44
H -1.71 0.23 -0.18
H -2.07 0.64 -0.48
H -0.96 -0.18 2.08
H -0.12 -0.17 0.01
H 0.47 -0.51 -1.04
H -1.92 1.91 0.33
H 0.00 -0.21 -0.66
H 0.43 -0.08 0.10
H -1.10 2.69 -1.29
H 3.19 -0.78 2.11
H -0.55 -0.39 -0.20
H -0.02 -1.54 -0.19
H 1.86 -0.29 1.49
H -0.21 0.27 -0.44
H 0.75 -0.54 -0.97
H -0.01 -0.11 1.54
H -0.39 0.55 0.52
O -1.22 -3.71 0.90
O 2.12 1.38 -0.89
O 1.32 0.53 1.49
O 0.34 -1.19 -1.21
O 0.52 -0.55 0.83
O 1.19 -0.66 -0.24
O 2.92 -0.53 -1.64
O -0.36 0.69 1.11
O 2.21 -1.64 0.21
O 0.66 -2.65 1.16
O -2.61 1.09 -1.81
O -2.89 -0.13 -2.79
O -1.01 0.99 1.14
O 0.38 -0.44 -2.17

(3)
The following is a quantum chemistry calculation of a 14-piece molecular cluster, H28O14 overall, from OMol25.

## Properties
E_tot = -1070.1477 hartree
Net charge = 0
ΔE to the lowest compared entry with this formula, charge and spin = 1.4482 eV
Frontier orbital gap = 9.184 eV

Each line ends with the Mulliken charge.
Cartesian coordinates (Å):
1 O 1.913607 -18.018421 -6.535914  -0.65
2 H 2.016162 -18.652594 -7.253171  0.30
3 H 1.048613 -17.612293 -6.689124  0.13
4 O -1.792981 -13.485503 -4.797299  -0.60
5 H -2.095564 -12.668461 -5.215538  0.26
6 H -1.052981 -13.224359 -4.234901  0.13
7 O -1.065161 -19.303805 -5.848810  -0.68
8 H -1.726050 -19.479856 -5.172514  0.30
9 H -0.733325 -18.422524 -5.636068  0.35
10 O 0.598137 -14.187104 -3.327770  -0.66
11 H 0.381526 -13.253067 -3.239173  0.31
12 H 1.415428 -14.198451 -3.847943  0.30
13 O 3.301510 -15.900946 -5.382357  -0.67
14 H 2.916118 -16.453595 -6.085143  0.36
15 H 2.797077 -16.189797 -4.595715  0.35
16 O 1.387366 -12.975304 -6.512042  -0.51
17 H 2.175839 -12.945008 -5.955786  0.27
18 H 0.762447 -12.381114 -6.083999  0.27
19 O -3.064967 -15.718671 -3.767371  -0.65
20 H -3.240564 -15.510503 -2.842381  0.31
21 H -2.620048 -14.926672 -4.131898  0.41
22 O 1.514371 -15.338532 -9.187002  -0.68
23 H 2.176758 -15.948099 -9.523088  0.28
24 H 0.852150 -15.905287 -8.755273  0.37
25 O -0.776582 -17.708061 -3.201424  -0.66
26 H -1.010997 -17.605251 -2.273673  0.26
27 H -1.327163 -17.058658 -3.665724  0.30
28 O 1.839222 -17.083197 -3.405438  -0.59
29 H 2.206665 -17.670487 -2.739084  0.24
30 H 0.931053 -17.432775 -3.585298  0.35
31 O -0.286015 -16.012389 -5.787910  0.49
32 H -0.055055 -15.571671 -4.959685  0.04
33 H -0.288458 -15.306714 -6.461493  0.13
34 O -0.743368 -13.925759 -8.181208  -0.55
35 H -0.003777 -14.030714 -8.794567  0.33
36 H -0.765225 -12.983536 -7.999988  0.24
37 O -3.471514 -15.013957 -6.555158  -0.63
38 H -4.172647 -14.857417 -5.915758  0.34
39 H -2.659591 -14.715822 -6.110455  0.21
40 O -0.361249 -17.315628 -8.403280  -0.60
41 H -0.480214 -18.272338 -8.357079  0.26
42 H -0.982319 -17.020428 -9.081292  0.26

Cartesian forces, eV/Å:
O -0.15 -0.17 -0.30
H 0.04 0.00 0.09
H 0.03 0.23 0.12
O 0.12 0.88 -0.02
H -0.19 -0.20 0.02
H -0.09 -0.45 -0.22
O 0.04 -0.01 -0.20
H 0.05 0.05 0.01
H -0.08 0.02 0.02
O -0.12 0.22 -0.17
H 0.45 0.04 0.36
H 0.03 -0.23 0.05
O -0.26 0.42 0.07
H 0.19 0.11 0.31
H 0.34 -0.22 -0.37
O 0.00 0.14 0.33
H 0.10 -0.15 -0.21
H 0.07 0.02 -0.04
O 0.26 0.08 0.22
H -0.01 0.04 -0.11
H -0.26 -0.37 0.31
O -0.28 0.07 0.03
H -0.01 0.04 0.01
H 0.44 -0.16 -0.05
O -0.32 -0.06 -0.11
H 0.07 0.01 -0.03
H -0.28 0.05 0.01
O -0.56 -0.22 0.11
H 0.06 0.01 -0.10
H 0.69 0.29 0.35
O -0.04 0.04 0.06
H 0.13 0.10 -0.16
H -0.01 -0.19 0.12
O -0.27 -0.14 -0.09
H 0.24 0.01 0.09
H 0.02 0.00 -0.03
O 0.20 0.40 -0.08
H 0.04 -0.18 0.07
H -0.35 -0.39 -0.44
O -0.12 -0.16 -0.37
H -0.11 0.05 0.16
H -0.08 0.00 0.19